The following is a quantum chemistry calculation of a 15-piece molecular cluster, C40H67N18O3PS overall in a non-equilibrium geometry, from the OMol25 dataset.

ORCA input file:
```
! wB97M-V def2-TZVPD RIJCOSX def2/J DEFGRID3
* xyz 0 1
C 3.749 -3.533 2.542
O 4.722 -3.326 1.489
C 4.201 -2.399 0.481
C 4.421 -0.896 0.982
C 3.339 0.139 0.341
C 2.053 0.207 1.313
C 0.866 1.137 0.701
C 0.316 0.582 -0.700
C -1.195 0.048 -0.691
C -1.692 -0.580 0.695
S -3.286 -1.561 0.550
C -2.928 -3.274 0.003
N -3.879 -4.350 0.162
N -3.334 -5.487 -0.377
C -2.044 -5.088 -0.852
O -1.731 -3.720 -0.616
C 5.067 -2.739 -0.854
N 5.016 -1.627 -1.864
P 4.450 -2.186 -3.438
N 2.809 -2.774 -3.139
O 5.363 -3.550 -3.991
H 2.671 -3.328 2.229
H 3.861 -4.623 2.888
H 4.069 -2.887 3.437
H 3.090 -2.588 0.264
H 5.501 -0.573 0.814
H 4.233 -0.871 2.121
H 3.898 1.149 0.286
H 3.094 -0.163 -0.729
H 2.417 0.731 2.266
H 1.633 -0.835 1.506
H 1.380 2.150 0.487
H 0.059 1.364 1.477
H 0.378 1.465 -1.443
H 1.009 -0.223 -1.154
H -1.873 0.908 -1.056
H -1.262 -0.764 -1.511
H -0.906 -1.244 1.184
H -1.948 0.307 1.385
H -1.291 -5.763 -1.379
H 4.682 -3.722 -1.292
H 6.145 -2.928 -0.482
H 5.952 -1.198 -1.940
H 2.194 -2.195 -3.736
H 2.586 -2.631 -2.143
H 6.294 -3.246 -4.068
C 0.967 5.466 -0.353
C 1.918 4.587 0.401
N 2.666 3.893 0.994
H 0.708 5.002 -1.307
H 0.057 5.614 0.229
H 1.429 6.435 -0.542
C 0.050 -7.765 0.395
C 0.742 -6.516 0.839
N 1.278 -5.527 1.189
H -0.005 -8.475 1.221
H -0.962 -7.529 0.062
H 0.598 -8.220 -0.429
C 2.710 7.265 3.819
C 1.837 7.452 2.618
N 1.148 7.600 1.673
H 2.805 8.208 4.359
H 2.272 6.518 4.483
H 3.702 6.930 3.511
C 2.163 -4.969 -6.791
C 2.814 -3.688 -6.367
N 3.327 -2.681 -6.034
H 2.143 -5.668 -5.954
H 1.141 -4.775 -7.119
H 2.724 -5.414 -7.614
C -4.684 -8.551 -1.313
C -3.241 -8.399 -1.683
N -2.105 -8.279 -1.972
H -5.159 -7.570 -1.267
H -5.195 -9.161 -2.059
H -4.767 -9.034 -0.339
C -0.174 -7.322 4.521
C -0.603 -8.602 3.870
N -0.940 -9.607 3.356
H 0.906 -7.201 4.424
H -0.671 -6.478 4.041
H -0.438 -7.338 5.579
C -5.393 2.174 -1.663
C -3.958 2.409 -2.021
N -2.830 2.594 -2.305
H -5.927 3.125 -1.636
H -5.859 1.525 -2.406
H -5.462 1.700 -0.683
C -1.848 8.609 4.127
C -0.902 7.727 4.881
N -0.158 7.032 5.474
H -2.102 8.149 3.170
H -2.761 8.755 4.706
H -1.383 9.579 3.943
C -4.798 5.766 -3.503
C -6.162 5.155 -3.394
N -7.233 4.671 -3.305
H -4.813 6.782 -3.104
H -4.079 5.171 -2.936
H -4.488 5.799 -4.549
C 1.767 2.822 5.340
C 1.416 1.508 4.712
N 1.140 0.474 4.218
H 2.839 3.002 5.248
H 1.226 3.628 4.841
H 1.489 2.813 6.396
C -1.368 1.522 7.962
C -0.308 2.526 8.299
N 0.528 3.325 8.578
H -0.906 0.602 7.601
H -1.963 1.299 8.849
H -2.022 1.921 7.185
C -6.431 7.928 -6.782
C -5.372 8.927 -6.414
N -4.541 9.712 -6.126
H -5.966 7.012 -7.149
H -7.040 7.693 -5.908
H -7.072 8.339 -7.563
C 3.113 -7.936 -2.583
C 2.775 -8.992 -1.576
N 2.509 -9.822 -0.782
H 2.808 -6.956 -2.210
H 4.189 -7.928 -2.765
H 2.594 -8.138 -3.521
C -1.598 8.425 -2.537
C -1.881 7.377 -1.503
N -2.103 6.554 -0.689
H -1.966 9.393 -2.193
H -0.523 8.493 -2.711
H -2.096 8.167 -3.473
*
```

Values from the calculation:
Kohn-Sham gap ... 7.6 eV
E_LUMO ... 0.17 eV
HOMO energy ... -7.5 eV